DFT (wB97M-V/def2-TZVPD) results for C12H19FeNSi as an isolated structure.

Geometry as XYZ:
```
34
Properties=species:S:1:pos:R:3:forces:R:3
C 0.9695 -1.6258 -0.6479 1.355 -1.366 -0.515
C -1.1368 1.6722 -0.9915 0.576 0.896 -0.691
C 0.0101 0.0128 3.2366 0.124 0.136 -1.132
H -0.3052 -3.1703 0.2188 -0.204 0.127 0.013
H 1.3241 -1.7053 -1.6836 0.228 0.227 0.273
Fe 0.0004 0.0011 0.0520 1.072 0.715 -0.243
H 1.5394 -0.8886 6.8782 -0.181 0.101 -0.320
H 2.4316 -0.3855 5.4352 -0.254 -0.080 0.019
H -1.5498 -1.9133 5.4344 0.055 0.250 0.015
H -0.0002 1.7781 6.8785 -0.005 -0.198 -0.316
C 0.9665 1.1031 -1.7837 -0.393 0.846 -0.386
C -1.5018 -0.8673 5.7735 -0.718 -0.412 0.212
H -2.4316 -0.3857 5.4345 0.242 -0.078 0.016
H 1.5500 -1.9134 5.4354 -0.054 0.252 0.021
Si -0.0003 -0.0008 5.0852 0.025 0.031 -0.868
H 1.7683 0.7499 -2.4467 -0.502 -0.054 0.603
H 0.8817 2.2988 5.4349 -0.196 -0.186 0.021
H -0.8821 2.2990 5.4348 0.193 -0.177 0.025
H 1.7154 -2.0319 0.0458 0.088 0.075 -0.172
N -1.2554 -1.2482 -0.1285 -2.959 -2.884 0.243
H -0.8936 0.4757 -2.8949 0.264 -0.114 0.811
H -2.2114 -1.5821 0.0359 0.368 0.427 -0.102
C -0.0003 1.7343 5.7751 -0.003 0.812 0.196
H -0.7242 -2.7381 -1.4628 0.242 -0.382 -0.114
C -0.1560 2.3002 -0.1550 -0.039 0.495 -0.689
H -2.2182 1.8732 -0.9798 0.672 -0.435 0.248
C 1.5018 -0.8674 5.7748 0.712 -0.409 0.180
H -1.5394 -0.8888 6.8771 0.175 0.102 -0.324
H 2.1018 2.3197 -0.2608 -0.604 -0.440 -0.048
C 1.1423 1.9351 -0.6343 -0.309 0.567 -0.559
C -0.3519 -2.3432 -0.5094 -0.646 0.127 -0.100
H -0.3646 3.0066 0.6612 0.132 -0.691 -0.347
C -0.4376 0.9230 -2.0001 0.297 1.543 -0.463
C 0.0573 0.0741 1.9843 0.246 0.177 4.493
```
Forces are in eV/Å.

Lowest unoccupied orbital energy (spin up / spin down) in eV: 3.255 / 3.252
Highest occupied orbital energy (spin up / spin down) in eV: -2.6 / -3.7
Multiplicity: 6
Expectation value of S²: 8.78
ΔE to the lowest compared entry with this formula, charge and spin in kJ/mol: 0.0
Net charge: -1

For each atom in turn, the Mulliken charge in e is: C -0.5240; C -0.3214; C -0.9535; H 0.2506; H 0.2690; Fe 0.1627; H 0.2802; H 0.2871; H 0.2845; H 0.2760; C -0.3113; C -0.9566; H 0.2886; H 0.2872; Si -0.0192; H 0.4235; H 0.2877; H 0.2924; H 0.2880; N -0.0306; H 0.4205; H 0.0784; C -0.9741; H 0.2545; C -0.9923; H 0.4067; C -0.9688; H 0.2761; H 0.3935; C -0.6525; C -0.5624; H 0.4317; C -0.4298; C 0.7575

***

DFT (wB97M-V/def2-TZVPD) results for C12H19IrNO8P2S2 as an isolated structure.

Geometry as XYZ:
```
45
Properties=species:S:1:pos:R:3:forces:R:3
S 3.4722 -1.2606 1.0587 0.131 0.300 -0.212
H -2.6528 1.0147 -2.8546 0.036 -0.002 -0.095
H -5.7025 1.4747 -1.5808 -0.021 0.085 -0.061
C -3.0136 1.6242 -2.0254 0.087 0.022 0.041
C 2.9386 -0.5001 -0.3249 1.072 -0.573 1.096
H 4.9503 0.6879 0.5291 -0.007 0.046 -0.242
H 2.1705 3.5877 3.5972 0.021 0.068 -0.059
C 0.4968 2.9616 2.8005 0.174 -0.693 -0.543
H 1.3729 5.0766 0.7387 -0.181 0.473 -0.090
C -5.8092 -0.0208 -0.0531 0.114 0.008 -0.012
H -1.2411 4.2139 2.6374 -0.013 0.020 -0.028
O 1.2432 3.8572 3.5821 0.087 0.229 0.352
O 3.5921 0.4093 -1.0154 -0.748 -0.203 -0.271
H 2.8593 0.8981 2.5514 0.231 -0.154 -0.493
H -3.6378 2.4210 -2.4214 0.013 0.058 -0.028
C -2.9209 -1.9146 1.5312 0.041 0.046 -0.004
S 1.4341 -1.0264 -0.9378 -1.453 0.888 -0.220
O 0.2075 0.1438 2.5354 -0.416 0.122 -0.609
P 0.8975 1.2275 3.2918 0.343 -0.371 0.759
H -6.8856 0.0196 0.0119 -0.095 -0.004 0.017
C -3.7684 0.7745 -1.0613 0.324 -0.075 0.066
H 4.8450 1.9640 -0.7230 -0.010 -0.083 -0.072
C -5.1376 0.8029 -0.9504 -0.054 0.011 -0.060
H -2.1302 2.0417 -1.5369 -0.068 0.170 -0.106
O 1.9093 4.2927 0.8447 0.114 -0.553 0.083
H -1.2234 3.1506 4.0570 -0.046 0.003 0.011
H -0.1612 0.4732 4.9820 -0.215 -0.272 0.078
C -3.7238 -0.9752 0.6962 0.300 0.067 -0.083
H 5.6389 0.4005 -1.0950 -0.082 0.039 0.083
O -0.1633 2.9905 0.0617 -0.210 -0.098 0.065
O 1.9089 1.7796 0.8776 0.077 -0.346 -0.325
O 0.4985 1.1496 4.8251 0.115 0.398 0.105
H -5.6293 -1.5331 1.4472 -0.012 -0.094 0.095
C 4.8354 0.8904 -0.5394 0.543 0.265 0.329
N -1.7206 -0.1199 -0.2512 1.144 0.257 0.227
O 2.4691 1.0892 3.4138 -0.389 0.358 0.472
Ir -0.0032 0.6031 0.2109 0.883 -1.373 -0.634
H -2.0277 -1.4095 1.9014 0.000 -0.086 0.152
P 1.0088 2.9801 1.0061 0.156 1.250 0.108
H -1.5516 2.4841 2.4310 -0.140 0.050 0.017
H -3.5058 -2.3059 2.3599 0.010 -0.042 0.041
H -2.5737 -2.7461 0.9172 0.044 -0.110 0.023
C -5.0940 -0.8984 0.7563 -0.079 -0.032 0.037
C -3.0084 -0.1113 -0.2110 -1.866 -0.065 -0.051
C -0.9817 3.2196 2.9973 0.044 -0.005 0.043
```
Forces are in eV/Å.

Lowest unoccupied orbital energy (spin up / spin down) in eV: 0.366 / -1.993
Highest occupied orbital energy (spin up / spin down) in eV: -7.5 / -7.9
Multiplicity: 6
Expectation value of S²: 8.82

For each atom in turn, the Mulliken charge in e is: S -0.2595; H 0.2934; H 0.3806; C -1.1795; C 0.3794; H 0.3345; H 0.4046; C 1.1165; H 0.3600; C -0.5387; H 0.4257; O -0.5855; O -0.2467; H 0.2997; H 0.3998; C -1.2166; S -0.3495; O -0.6463; P 0.7532; H 0.3953; C 1.0401; H 0.2371; C -0.7284; H 0.0706; O -0.5630; H 0.4150; H 0.3448; C 0.9957; H 0.2824; O -0.7231; O -0.4812; O -0.5411; H 0.3806; C -0.6742; N -0.2654; O -0.6005; Ir 0.8498; H 0.0782; P 0.6282; H 0.2854; H 0.4019; H 0.3031; C -0.6974; C 0.0252; C -1.5840

***

DFT (wB97M-V/def2-TZVPD) results for an isolated ion of composition C12H19N2S and charge +1.

Geometry as XYZ:
```
34
Properties=species:S:1:pos:R:3:forces:R:3
C -0.4771 -0.8508 0.3985 0.427 4.223 0.427
N -0.2888 -0.3392 -1.9243 -0.706 0.933 -8.134
H -0.8379 -2.1492 3.4349 -0.712 1.558 -0.897
C -0.0460 0.0327 -0.7647 1.183 1.200 5.338
C 1.1182 0.1381 -3.8419 3.577 -0.198 -2.454
H -1.6128 -0.8327 4.2522 0.658 0.576 -0.206
H 0.6429 0.0085 3.5263 -0.878 1.000 -1.306
N -0.8941 0.8541 1.9856 1.620 2.160 -0.066
H 0.9610 -1.7775 1.7253 0.738 -2.466 0.590
C -1.6803 -0.0969 1.1064 -1.098 1.981 0.825
H 1.3037 3.6760 -1.4864 -0.265 -0.238 0.886
C -0.0786 -0.1826 2.6715 1.109 -1.767 1.491
H 1.0120 2.3478 -2.4056 0.000 -1.184 -2.350
H -0.9684 -1.7305 0.1613 0.154 -2.246 -1.029
H -3.0784 -0.2569 2.6551 -3.070 2.277 1.550
S 0.9160 1.5861 -0.2193 0.759 -1.205 -0.687
H -1.3662 1.4098 2.7112 -0.436 -0.212 -0.674
C 2.4186 -0.3399 -3.3123 -1.566 0.638 -0.995
C 2.6131 -1.5629 -2.8336 1.539 0.680 1.321
C 0.6636 -0.8375 1.4468 -3.226 0.912 2.003
C -1.2145 -1.0703 3.2539 0.109 -1.647 0.183
H 1.8068 -2.2479 -2.7326 -0.388 -0.603 0.046
C -0.0652 0.0413 -3.2153 -1.521 -1.456 3.477
H 3.2154 0.3549 -3.4793 0.670 0.115 0.059
H -0.8692 0.3170 -3.8319 -1.723 -0.106 -0.437
C 0.6693 2.7812 -1.5411 -2.353 1.189 2.188
H -2.7465 -1.6905 1.8680 -1.562 -2.750 -0.844
H 1.5379 -0.2551 1.3301 0.706 0.596 -1.114
H -2.4486 0.4986 0.5008 1.526 -0.974 0.265
H 3.6127 -1.7754 -2.3847 -0.970 -0.261 -0.691
C -2.3762 -0.8222 2.2357 4.637 -1.675 -0.909
H -0.3212 1.5196 1.3212 -0.537 -0.851 1.075
H 1.1151 0.5206 -4.9383 0.022 -0.236 2.172
H -0.4399 3.0266 -1.4320 1.580 0.036 -1.103
```
Forces are in eV/Å.

Lowest unoccupied orbital energy (spin up / spin down) in eV: -2.444 / -5.343
Highest occupied orbital energy (spin up / spin down) in eV: -8.1 / -12.4
Multiplicity: 3
Expectation value of S²: 2.03
ΔE to the lowest compared entry with this formula, charge and spin in kJ/mol: 48.8
Net charge: +1

For each atom in turn, the Mulliken charge in e is: C 0.1493; N -0.2552; H 0.3163; C -0.0544; C -0.2030; H 0.3359; H 0.3480; N -0.0892; H 0.6065; C -0.0157; H 0.3829; C 0.1019; H 0.1531; H 0.6623; H 0.5972; S -0.2071; H 0.3601; C -0.1386; C -0.6899; C -1.3897; C -0.5947; H 0.3346; C -0.4562; H 0.3569; H 0.3901; C -0.6392; H 0.3934; H 0.3126; H 0.3876; H 0.2677; C -1.3562; H 0.0898; H 0.3013; H 0.2419

***

> The lowest expectation value of S² belongs to which entry?

C12H19N2S

***

> Number 1 is which compound?

C12H19FeNSi